1.
A structure of composition C43H56Cl3N5O7Se2W at a distorted geometry. Source: the OMol25 dataset; level of theory: ωB97M-V/def2-TZVPD.

Its largest force on an atom is 5.161 eV/A. As for the calculated total energy: -237368.152 eV. The calculation puts the orbital gap (alpha / beta) at 3.75 / 4.19 eV. Its LUMO energy (alpha / beta) is -2.15 / -2.12 eV. The value obtained for the HOMO energy (alpha / beta) is -5.90 / -6.31 eV. Its total charge is 0.

Geometry as XYZ:
```
117
Properties=species:S:1:pos:R:3:mulliken_charge:R:1
W 0.35 1.27 -0.04 0.56
C 1.93 -2.45 1.86 -1.78
C 1.97 -1.05 2.49 2.92
C 3.32 -0.83 3.16 -2.24
C 0.77 -0.93 3.39 0.62
C 0.81 -1.48 4.66 -0.48
C -0.30 -1.48 5.48 -1.62
C -1.50 -1.03 4.96 -0.41
C -1.59 -0.48 3.69 0.43
C -2.97 -0.20 3.14 2.05
C -3.75 -1.52 3.05 -1.65
C -3.76 0.82 3.96 -1.80
C -0.42 -0.33 2.92 -0.61
N -0.42 0.46 1.74 0.99
C -1.10 1.65 1.92 -1.39
C -1.71 2.37 0.88 1.42
C -2.61 3.45 0.96 -1.30
C -3.08 3.65 -0.34 -1.72
C -2.48 2.73 -1.17 -0.76
N -1.61 1.93 -0.45 0.66
C -2.65 2.57 -2.67 3.07
C -2.69 1.09 -3.08 -1.40
C -3.95 3.24 -3.13 -2.21
C -1.46 3.25 -3.35 -1.15
H 2.69 -2.53 1.08 0.47
H 0.94 -2.64 1.45 0.09
H 2.13 -3.20 2.62 0.54
H 1.84 -0.31 1.68 -1.43
H 3.60 -1.69 3.76 0.44
H 3.30 0.06 3.79 0.48
H 4.08 -0.68 2.39 0.39
H 1.74 -1.90 5.03 0.43
H -0.25 -1.86 6.48 0.40
H -2.39 -1.10 5.57 0.38
H -2.88 0.19 2.12 -0.98
H -3.94 -1.93 4.04 0.41
H -3.19 -2.25 2.48 0.35
H -4.72 -1.36 2.57 0.37
H -3.90 0.47 4.98 0.38
H -4.74 0.99 3.51 0.42
H -3.24 1.78 4.00 0.27
H -1.30 1.96 2.95 0.82
H -2.86 3.99 1.84 0.72
H -3.80 4.40 -0.62 0.59
H -3.64 0.63 -2.81 0.29
H -1.89 0.53 -2.60 -0.18
H -2.57 1.01 -4.16 0.55
H -4.80 2.86 -2.58 0.43
H -4.10 3.05 -4.19 0.43
H -3.89 4.32 -2.99 0.41
H -0.54 2.76 -3.04 -0.43
H -1.40 4.30 -3.06 0.33
H -1.55 3.19 -4.44 0.57
O 4.71 2.79 -3.09 -0.66
C 3.62 3.37 -2.44 -1.04
C 3.83 3.57 -0.92 2.43
C 5.09 4.47 -0.76 -1.47
O 5.51 4.67 0.56 -0.55
C 4.14 2.25 -0.21 -1.90
Se 2.83 0.73 -0.55 -0.46
C 2.65 4.31 -0.31 -1.14
Se 0.81 3.62 -0.78 -0.13
H 4.77 1.87 -2.80 0.44
H 2.71 2.77 -2.59 -0.09
H 3.45 4.35 -2.89 0.62
H 4.88 5.43 -1.25 0.45
H 5.92 4.00 -1.28 0.45
H 4.83 5.14 1.05 0.35
H 4.19 2.38 0.87 0.50
H 5.09 1.84 -0.55 0.96
H 2.62 5.34 -0.67 0.64
H 2.70 4.31 0.78 0.09
N -3.54 -0.29 -0.29 -0.25
C -2.51 -1.16 -0.31 -0.25
N -2.84 -2.48 -0.29 -0.32
O -1.33 -0.78 -0.30 0.86
H -4.50 -0.59 -0.27 0.20
H -3.32 0.69 -0.32 -0.41
H -3.80 -2.76 -0.41 0.24
H -2.13 -3.16 -0.48 0.01
C 1.63 -6.96 0.44 -1.00
O 1.24 -5.73 -0.11 -0.38
C 0.18 -5.70 -0.98 0.31
C -0.59 -6.79 -1.33 -0.41
C -1.67 -6.63 -2.20 -0.93
C -1.97 -5.38 -2.70 -0.97
C -1.20 -4.28 -2.36 0.53
C -0.10 -4.42 -1.51 -0.24
N 0.70 -3.40 -1.08 0.38
C 0.77 -2.09 -1.45 0.11
C 0.66 -1.54 -2.73 0.91
C 0.74 -2.29 -3.93 -0.44
C 0.88 -1.66 -5.14 -1.12
C 0.95 -0.27 -5.21 -0.76
C 0.81 0.49 -4.07 -0.60
C 0.60 -0.12 -2.84 0.27
O 0.33 0.61 -1.73 0.39
H 1.91 -7.68 -0.34 0.38
H 0.85 -7.39 1.08 0.39
H 2.51 -6.74 1.05 0.26
H -0.37 -7.77 -0.94 0.46
H -2.26 -7.49 -2.48 0.41
H -2.82 -5.25 -3.35 0.45
H -1.44 -3.30 -2.75 0.59
H 1.30 -3.67 -0.31 0.41
H 1.03 -1.40 -0.64 -0.54
H 0.75 -3.37 -3.88 0.58
H 0.96 -2.24 -6.05 0.44
H 1.11 0.22 -6.16 0.48
H 0.85 1.57 -4.12 0.43
Cl 0.54 2.47 4.74 -0.15
C 1.36 3.53 3.57 1.33
Cl 2.46 4.60 4.43 -0.13
Cl 0.17 4.47 2.66 -0.06
C 2.16 2.58 2.60 -0.83
O 3.30 2.34 2.86 -0.70
O 1.46 2.17 1.61 0.10
```

=====

2.
A cluster of 9 separate species, C59H65I2N3 in total at a distorted geometry. Source: the OMol25 dataset; level of theory: ωB97M-V/def2-TZVPD.

The energy above the lowest of the compared OMol25 structures with the same formula, charge and spin is 36.5 kJ/mol. Its largest force on an atom is 2.914 eV/A. As for the calculated total energy: -82908.115 eV. The calculation puts the orbital gap at 9.41 eV. Its LUMO energy is 0.16 eV. The value obtained for the HOMO energy is -9.25 eV. Its SMILES is C[C@H](I)C[C@@](C#N)(CN)[C@@H](C#N)CCCI.c1ccccc1.c1ccccc1.c1ccccc1.c1ccccc1.c1ccccc1.c1ccccc1.c1ccccc1.c1ccccc1. Its total charge is 0.

Geometry as XYZ:
```
129
Properties=species:S:1:pos:R:3:mulliken_charge:R:1
C 1.97 -1.38 -2.28 -1.04
C 0.73 -1.67 -1.45 -0.86
I -0.46 -3.29 -2.23 0.00
C -0.08 -0.43 -1.08 -1.01
C -1.01 0.20 -2.14 3.27
C -0.56 0.01 -3.51 -0.70
N -0.21 -0.18 -4.61 -0.85
C -2.47 -0.37 -2.02 -1.26
N -3.47 0.67 -1.82 -0.46
C -1.01 1.73 -1.90 0.01
C -1.28 2.02 -0.52 -0.31
N -1.55 2.30 0.58 -0.66
C 0.33 2.36 -2.38 0.06
C 0.67 3.67 -1.66 -1.26
C 1.59 3.44 -0.46 -0.74
I 1.19 4.78 1.16 0.07
H 2.67 -2.18 -2.20 0.54
H 1.73 -1.23 -3.32 0.06
H 2.42 -0.49 -1.85 0.27
H 1.10 -2.06 -0.52 0.81
H -0.70 -0.69 -0.24 0.23
H 0.64 0.28 -0.70 -0.02
H -2.69 -0.86 -2.96 0.49
H -2.49 -1.16 -1.28 0.27
H -3.70 0.73 -0.84 0.22
H -4.31 0.45 -2.32 0.27
H -1.77 2.20 -2.51 0.88
H 1.16 1.68 -2.23 0.30
H 0.21 2.60 -3.42 -0.29
H 1.23 4.26 -2.36 0.44
H -0.21 4.23 -1.40 0.61
H 2.61 3.64 -0.74 0.54
H 1.50 2.44 -0.07 0.13
C 4.88 -3.34 -5.64 -0.37
C 3.74 -2.56 -5.57 -0.54
C 3.84 -1.18 -5.60 -0.19
C 5.09 -0.58 -5.69 -0.58
C 6.23 -1.36 -5.76 -0.28
C 6.13 -2.74 -5.74 -0.57
H 4.80 -4.42 -5.63 0.50
H 2.77 -3.03 -5.49 0.42
H 2.95 -0.56 -5.54 0.49
H 5.17 0.50 -5.72 0.38
H 7.21 -0.89 -5.83 0.37
H 7.02 -3.35 -5.79 0.38
C -0.38 -3.74 2.95 -0.66
C 0.17 -3.65 4.22 -0.40
C 0.42 -2.41 4.79 -0.55
C 0.13 -1.25 4.08 -0.59
C -0.41 -1.34 2.80 -0.25
C -0.67 -2.58 2.24 -0.01
H -0.58 -4.71 2.51 0.40
H 0.39 -4.55 4.78 0.40
H 0.84 -2.34 5.78 0.42
H 0.32 -0.28 4.51 0.41
H -0.64 -0.44 2.25 0.49
H -1.09 -2.65 1.24 0.36
C -2.74 -2.65 6.12 0.11
C -2.42 -1.67 7.05 -0.41
C -3.09 -1.63 8.27 -0.52
C -4.08 -2.56 8.55 -0.53
C -4.40 -3.53 7.61 -0.33
C -3.73 -3.57 6.40 -0.62
H -2.21 -2.69 5.18 0.31
H -1.64 -0.95 6.83 0.43
H -2.83 -0.87 9.00 0.42
H -4.60 -2.52 9.50 0.39
H -5.18 -4.25 7.83 0.38
H -3.98 -4.33 5.67 0.39
C -1.37 7.96 6.11 -0.38
C -0.15 8.60 5.97 -0.34
C 0.71 8.24 4.94 -0.59
C 0.34 7.24 4.05 -0.02
C -0.87 6.59 4.20 -0.09
C -1.73 6.95 5.23 -0.43
H -2.05 8.24 6.91 0.35
H 0.13 9.38 6.66 0.35
H 1.66 8.75 4.83 0.35
H 1.01 6.96 3.25 0.05
H -1.15 5.80 3.51 0.31
H -2.68 6.44 5.34 0.36
C 0.69 4.92 -6.55 -0.53
C -0.38 5.10 -7.41 -0.59
C -1.22 4.03 -7.69 -0.44
C -0.99 2.79 -7.11 -0.60
C 0.09 2.61 -6.26 -0.11
C 0.93 3.68 -5.98 -0.48
H 1.35 5.76 -6.33 0.39
H -0.56 6.06 -7.86 0.39
H -2.07 4.17 -8.36 0.61
H -1.65 1.96 -7.33 0.45
H 0.27 1.64 -5.81 0.45
H 1.77 3.55 -5.31 0.49
C 1.20 -2.38 11.18 -0.41
C 0.08 -2.42 10.36 -0.34
C -0.72 -3.55 10.34 0.09
C -0.41 -4.64 11.14 -0.60
C 0.71 -4.60 11.96 -0.33
C 1.51 -3.46 11.98 -0.41
H 1.82 -1.49 11.20 0.36
H -0.16 -1.57 9.73 0.33
H -1.59 -3.58 9.70 0.25
H -1.04 -5.52 11.13 0.37
H 0.96 -5.45 12.58 0.36
H 2.39 -3.43 12.62 0.36
C -6.28 3.17 -7.04 -0.59
C -7.38 3.98 -6.84 -0.32
C -7.21 5.34 -6.61 -0.42
C -5.94 5.89 -6.58 -0.40
C -4.83 5.07 -6.78 -0.32
C -5.00 3.72 -7.01 -0.01
H -6.41 2.11 -7.22 0.37
H -8.38 3.56 -6.86 0.36
H -8.08 5.98 -6.46 0.36
H -5.81 6.95 -6.41 0.37
H -3.83 5.50 -6.75 0.39
H -4.14 3.08 -7.16 0.21
C 5.33 -9.11 -3.14 -0.38
C 4.19 -8.32 -3.08 -0.40
C 4.29 -6.94 -3.11 -0.44
C 5.54 -6.34 -3.20 -0.32
C 6.69 -7.13 -3.26 -0.42
C 6.58 -8.51 -3.23 -0.37
H 5.24 -10.19 -3.12 0.35
H 3.21 -8.79 -3.00 0.36
H 3.40 -6.33 -3.06 0.44
H 5.63 -5.26 -3.23 0.46
H 7.66 -6.66 -3.33 0.36
H 7.47 -9.13 -3.28 0.36
```

=====

Question: Which value of largest force on an atom does entry 2 give?
Answer: 2.914 eV/A

=====

Question: Which value of total charge does entry 1 give?
Answer: 0